[1]
Molecular formula: C2H7OPS2
Method: DFT, ωB97M-V/def2-TZVPD

Output
- net charge = 0

Last column: Mulliken charge in e.
Element x y z (Å)
C  -0.965  -1.216  0.485  -0.495
C  -0.064  2.208  0.337  -0.632
O  0.303  -1.720  0.167  -0.283
P  0.930  -1.903  -1.380  0.271
S  0.942  -0.141  -2.303  -0.274
S  1.190  1.187  1.160  -0.105
H  -1.410  -0.677  -0.301  0.314
H  -0.540  -0.574  1.345  0.148
H  -1.679  -2.105  0.683  0.220
H  0.120  2.147  -0.670  0.208
H  0.053  3.224  0.724  0.318
H  -1.087  1.858  0.681  0.219
H  2.205  -2.287  -0.928  0.090



[2]
Molecular formula: C2H7OS
Method: DFT, ωB97M-V/def2-TZVPD

Output
- net charge = -1

Last column: Mulliken charge in e.
Element x y z (Å)
C  1.188  -0.182  0.016  -0.669
C  0.328  -1.062  -0.953  -0.569
S  -1.565  -0.662  -1.094  -0.728
H  1.102  -0.605  1.055  0.188
H  0.646  0.805  0.098  0.123
H  2.235  -0.079  -0.322  0.311
H  0.258  -2.201  -1.001  0.234
H  0.523  -1.080  -2.021  0.203
H  -1.021  1.985  1.888  0.278
H  -1.867  1.150  0.886  0.270
O  -1.827  1.932  1.448  -0.642



[3]
Molecular formula: C2H7OS
Method: DFT, ωB97M-V/def2-TZVPD

Output
- net charge = -1

Last column: Mulliken charge in e.
Element x y z (Å)
O  -0.782  -2.079  1.361  -0.635
H  -0.650  -1.133  1.083  0.176
C  1.844  1.057  0.368  -0.964
C  0.890  0.624  -0.780  -0.561
S  -0.899  0.469  -0.607  -0.681
H  1.700  0.371  1.212  0.261
H  1.560  2.057  0.696  0.267
H  2.899  1.045  0.097  0.308
H  1.206  1.363  -1.528  0.255
H  1.254  -0.354  -1.108  0.236
H  -1.727  -1.982  1.116  0.339



[4]
Molecular formula: C2H7OS
Method: DFT, ωB97M-V/def2-TZVPD

Output
- net charge = -1

Last column: Mulliken charge in e.
Element x y z (Å)
C  0.852  1.065  0.493  -0.974
C  -0.178  0.927  -0.703  -0.432
S  -0.123  -0.688  -1.546  -0.678
H  1.907  0.825  0.204  0.259
H  0.704  0.436  1.340  0.276
H  0.751  2.099  0.906  0.294
H  -0.028  1.592  -1.598  0.184
H  -1.105  1.311  -0.238  0.242
H  -0.542  -2.543  1.062  0.291
H  -0.936  -2.254  -0.414  0.233
O  -1.301  -2.770  0.495  -0.695



[5]
Molecular formula: C2H7OS2
Method: DFT, ωB97M-V/def2-TZVPD

Output
- net charge = -1

Last column: Mulliken charge in e.
Element x y z (Å)
C  -0.967  -0.770  1.868  -0.481
O  -0.567  -1.637  0.782  -0.491
C  0.223  -0.442  2.710  -0.642
H  -1.803  -1.334  2.343  0.270
H  -1.423  0.130  1.462  0.300
H  -0.061  0.085  3.624  0.291
H  0.923  0.167  2.077  0.171
H  0.704  -1.370  3.064  0.224
S  0.586  0.246  -2.293  -0.319
S  0.006  1.160  -0.437  -0.610
H  1.461  1.155  -2.751  0.070
H  -0.272  -0.964  0.143  0.218



[6]
Molecular formula: C2H7OS2
Method: DFT, ωB97M-V/def2-TZVPD

Output
- net charge = -1

Last column: Mulliken charge in e.
Element x y z (Å)
C  1.411  1.030  0.821  -0.001
O  2.621  1.078  0.866  -0.507
H  0.834  1.531  0.028  0.199
H  1.150  -1.863  1.596  -0.177
H  0.816  0.456  1.549  0.222
C  -1.151  -0.159  -1.612  -0.754
S  -1.663  -0.558  0.103  -0.200
S  -1.979  1.313  0.961  -0.684
H  -1.365  -1.036  -2.227  0.293
H  -0.111  0.152  -1.655  0.182
H  -1.787  0.662  -1.944  0.243
H  1.226  -2.607  1.514  0.184



Q: Which strongest force on any atom values were calculated for the entries above? A: 3.86, 2.95, 1.75, 2.82, 1.98, 0.77, in eV/A.
Q: Which molecular weight values were calculated for the entries above? A: 142.19, 79.14, 79.14, 79.14, 111.21, 111.21, in g/mol.
Q: Which relative energy (zero: lowest compared OMol25 entry of this formula, charge and spin) values were calculated for the entries above? A: 390.3, 103.5, 36.0, 60.6, 25.7, 149.1, in kJ/mol.